[1]
Density functional theory data (wB97M-V/def2-TZVPD) for a 5-piece molecular cluster, C42H73IO14 overall at a distorted geometry.

```
130
Properties=species:S:1:pos:R:3:forces:R:3
C 0.903425 3.513310 0.088440 0.238 -0.117 0.405
C 2.230471 2.972012 -0.498183 -0.020 0.953 1.325
O 2.237847 2.773167 -1.917051 -0.690 -0.360 0.107
C 1.281164 1.879375 -2.321128 -0.048 -0.595 -0.037
C 0.147483 2.260909 -2.947489 0.399 0.114 0.652
C -0.039272 3.752001 -3.195396 0.648 -0.171 -0.798
I -2.076344 4.451914 -3.066304 0.334 -0.053 0.019
C 0.644256 4.142600 -4.561741 -0.027 -0.403 0.064
C 0.786234 2.968470 -5.558466 0.341 0.607 -0.555
C -0.791977 1.159466 -3.374946 1.080 -1.067 -0.073
O -1.944625 1.312907 -3.668682 -0.547 0.717 -0.162
C -0.238374 -0.267214 -3.491792 0.770 -0.936 -0.329
C -1.064647 -1.259251 -4.325044 -0.629 1.422 0.798
C -2.290672 -1.747891 -3.484357 0.643 -1.068 -0.325
C -1.870329 -2.545745 -2.217275 -0.676 0.258 0.569
C -2.702801 -2.149381 -0.941912 1.362 -0.397 0.294
C -1.759288 -1.891018 0.290492 -1.011 -0.019 0.291
C -2.252525 -2.576413 1.604950 1.207 0.625 0.281
C -1.482426 -3.897024 1.932899 -0.933 0.095 0.714
C -0.691421 -3.822852 3.259558 0.492 -0.117 -0.241
C 0.433922 -2.750763 3.271620 0.325 -0.442 0.468
C 1.864996 -3.331943 3.078872 -0.025 0.657 0.104
C 2.643758 -3.522046 4.398929 0.642 -0.382 -0.725
O 2.621105 -2.373269 5.231180 0.063 -0.308 0.229
C 3.844641 -1.668099 5.222223 -0.169 0.835 0.025
C 0.913177 -0.643855 -2.893821 -0.400 1.188 -0.097
C 1.564985 -2.014427 -2.984597 -0.454 0.194 0.104
C 2.630042 -2.124488 -4.108534 0.386 -0.741 0.392
O 2.958964 -0.848077 -4.702130 0.209 -1.014 -0.614
C 2.750485 -0.965909 -6.060631 -0.622 0.781 0.343
O 1.871915 -0.352153 -6.571169 -0.135 0.344 -0.527
C 1.617557 0.409147 -2.053000 -0.884 -0.593 -1.139
O 2.422350 0.063254 -1.230945 0.645 0.293 0.483
H 0.943772 3.324331 1.176989 -0.029 0.108 -0.393
H 0.000216 3.004600 -0.274955 0.305 0.089 -0.043
H 0.786756 4.599202 -0.031186 0.004 -0.319 -0.201
H 2.529528 2.086765 0.078839 -0.112 -0.072 -0.661
H 2.999222 3.736328 -0.299890 -0.159 -0.333 -0.300
H 0.514768 4.309093 -2.432076 -0.552 -0.285 -0.039
H 1.659725 4.505191 -4.321965 -0.337 -0.197 0.027
H 0.137169 4.995735 -5.035740 -0.041 -0.357 0.234
H 1.134944 3.401906 -6.513792 -0.227 -0.253 0.265
H -0.151387 2.434240 -5.767037 0.201 0.187 0.168
H 1.567325 2.246374 -5.275462 -0.431 0.179 0.133
H -1.434820 -0.684559 -5.190488 0.085 -0.402 0.148
H -0.460309 -2.099377 -4.684894 -0.098 0.250 0.144
H -2.919064 -0.902956 -3.179304 0.219 -0.168 -0.359
H -2.860714 -2.438135 -4.134843 0.068 0.696 0.409
H -0.818817 -2.377099 -1.945761 -0.297 0.083 -0.310
H -1.991672 -3.632564 -2.356581 0.095 0.405 -0.235
H -3.279520 -1.231404 -1.131666 -0.057 -0.490 0.059
H -3.354601 -2.983724 -0.641457 -0.127 0.436 -0.386
H -1.711677 -0.801581 0.466077 0.153 -0.339 -0.108
H -0.733784 -2.248585 0.111112 -0.279 0.179 -0.140
H -3.344446 -2.703989 1.639403 0.329 -0.075 -0.248
H -2.014994 -1.870342 2.420966 -0.271 -0.311 -0.204
H -0.784564 -4.188146 1.132387 -0.332 0.083 0.067
H -2.245734 -4.685706 2.064422 0.504 -0.009 -0.294
H -0.216656 -4.814182 3.404509 -0.144 0.353 0.052
H -1.337473 -3.681489 4.139921 -0.091 0.087 -0.505
H 0.302998 -1.948472 2.529460 -0.349 -0.350 0.152
H 0.418278 -2.261743 4.258280 0.040 0.014 -0.400
H 2.425373 -2.605930 2.460832 -0.018 -0.327 0.239
H 1.876329 -4.285159 2.522832 -0.131 0.265 0.175
H 2.322433 -4.418199 4.959360 -0.251 0.504 -0.041
H 3.699432 -3.715313 4.120554 -0.353 -0.118 0.109
H 4.707973 -2.302530 5.482290 -0.227 0.058 -0.254
H 3.795078 -0.863431 5.972090 -0.113 -0.338 -0.167
H 3.977159 -1.160762 4.247419 0.297 -0.344 0.233
H 1.973849 -2.258360 -1.993926 0.167 0.166 -0.379
H 0.797788 -2.774523 -3.188612 0.235 0.318 0.123
H 3.543246 -2.615055 -3.727526 -0.246 0.427 -0.062
H 2.252371 -2.800452 -4.898100 -0.002 0.307 0.300
H 3.382534 -1.631978 -6.672318 0.278 -0.110 0.651
C 0.160893 2.289348 7.110296 -0.154 0.078 -0.058
C 0.659425 1.006771 6.477453 0.090 0.246 0.071
O -0.422423 0.209205 5.984813 0.011 -0.436 0.146
C -0.978742 0.372495 4.775198 -0.163 0.289 -0.184
C -0.668802 1.617944 3.983589 0.530 -0.013 -0.285
O -1.767828 -0.436293 4.366341 0.038 -0.098 0.226
H -0.355500 2.921656 6.386887 0.087 0.023 -0.024
H 0.992297 2.855954 7.531164 0.008 -0.031 -0.010
H -0.551719 2.066743 7.905523 0.071 -0.045 0.028
H 1.398016 1.185902 5.694740 -0.056 0.023 -0.031
H 1.152928 0.397162 7.232927 -0.107 -0.147 -0.079
H -1.441058 2.362392 4.174861 0.005 -0.013 0.005
H -0.674945 1.359660 2.925820 -0.233 -0.026 0.036
H 0.308975 2.045742 4.194473 -0.084 0.105 0.142
C -2.958735 -7.374669 -6.598929 -0.019 0.146 -0.096
C -3.461380 -7.416717 -5.170724 0.016 -0.101 -0.253
O -3.301805 -6.152552 -4.520848 0.224 -0.117 0.383
C -4.192939 -5.149776 -4.609717 -0.158 0.203 -0.286
C -5.281495 -5.220347 -5.650069 -0.423 -0.322 0.164
O -4.061956 -4.184573 -3.907677 -0.037 -0.342 0.068
H -3.525382 -6.666701 -7.204602 -0.063 -0.070 0.000
H -3.033957 -8.359909 -7.060608 0.008 0.004 0.021
H -1.916832 -7.053567 -6.623670 0.006 -0.077 0.053
H -4.494189 -7.761766 -5.100985 -0.018 0.079 -0.040
H -2.860844 -8.120571 -4.595843 0.017 0.145 0.121
H -4.952150 -4.692421 -6.544536 0.008 -0.004 0.013
H -6.166561 -4.728652 -5.251596 0.132 0.190 -0.030
H -5.578289 -6.232624 -5.914877 0.134 0.012 -0.135
C 8.447382 -0.149931 7.798173 -0.032 0.131 0.116
C 7.799692 -0.140443 6.429140 0.231 -0.002 0.174
O 6.496294 0.447726 6.469667 -0.282 -0.347 -0.224
C 6.262011 1.768723 6.383395 0.092 0.289 0.219
C 7.412159 2.732523 6.528132 0.288 0.043 -0.472
O 5.132423 2.156855 6.263620 -0.083 -0.171 -0.036
H 8.599932 0.860657 8.178475 0.074 -0.001 -0.060
H 9.414212 -0.653223 7.760895 -0.020 -0.008 -0.012
H 7.808969 -0.667710 8.514741 0.015 -0.068 -0.065
H 8.421937 0.344897 5.675431 -0.021 0.080 0.044
H 7.649403 -1.165887 6.093329 -0.181 0.060 -0.036
H 7.479122 3.051304 7.567727 -0.006 -0.015 -0.006
H 7.211992 3.599293 5.901636 -0.159 0.039 0.161
H 8.371344 2.330836 6.209377 0.020 -0.065 0.179
C -5.606708 5.991087 -3.073588 -0.109 0.082 -0.086
C -5.042716 6.462888 -1.749153 -0.139 -0.179 -0.174
O -4.837896 7.878617 -1.741879 0.405 0.029 0.162
C -5.798270 8.769602 -1.439743 -0.282 0.078 -0.171
C -7.232997 8.309451 -1.370351 -0.130 -0.252 0.484
O -5.506801 9.924911 -1.299735 0.150 -0.024 0.009
H -6.587892 6.424417 -3.271104 -0.029 -0.064 0.056
H -5.701874 4.904108 -3.084218 0.026 0.010 0.006
H -4.952827 6.294814 -3.892525 0.062 -0.053 0.054
H -5.654287 6.152954 -0.899967 -0.056 0.056 -0.033
H -4.058015 6.021123 -1.599608 0.025 0.218 0.081
H -7.707358 8.480101 -2.336100 0.016 -0.004 0.004
H -7.744362 8.899722 -0.612678 0.027 0.167 -0.158
H -7.351978 7.266016 -1.087218 0.006 -0.034 -0.190
```
Forces are in eV/Å.

## Properties
* HOMO-LUMO gap: 8.1 eV
* DFT total energy: -81500.543 eV
* SMILES string: CCOC1=C([C@H](I)CC)C(=O)C(CCCCCCCCCCCOC)=C(CCOC=O)C1=O.CCOC(C)=O.CCOC(C)=O.CCOC(C)=O.CCOC(C)=O
* LUMO energy: -0.66 eV
* charge: 0
* 2S+1: 1

Here are the Mulliken charges for atoms 1 to 5, given in e: -0.748 -0.399 -0.499 0.094 -0.243



[2]
Density functional theory data (wB97M-V/def2-TZVPD) for a 5-piece molecular cluster, C20H25F15O10 overall at a distorted geometry.

```
70
Properties=species:S:1:pos:R:3:forces:R:3
C 14.825722 -11.677960 0.315240 0.426 0.485 0.626
C 14.967041 -12.198854 -1.109426 1.163 2.085 0.232
O 13.730249 -12.799999 -1.398472 -1.002 -0.899 -0.299
C 13.734901 -13.863878 -2.176430 1.100 -1.225 0.176
O 14.674904 -14.281059 -2.805203 -0.880 0.440 0.066
C 12.470092 -14.758698 -1.981528 0.588 -1.002 -0.700
F 11.642197 -14.302013 -1.060477 -0.568 0.367 -0.561
F 11.866601 -14.954809 -3.205106 0.347 0.268 1.816
F 12.884399 -15.973945 -1.504104 -0.227 0.907 -0.833
H 13.941093 -11.055410 0.449321 -0.486 -0.547 -0.270
H 15.562697 -10.955181 0.665340 0.718 -0.197 -0.629
H 14.862699 -12.461153 1.072432 -0.342 -0.182 -0.190
H 15.859592 -12.775607 -1.351882 -0.424 -0.871 0.568
H 15.123151 -11.375254 -1.806146 -0.418 0.375 0.006
C 16.463586 -14.965932 11.880065 0.207 1.580 1.524
C 16.253413 -13.931817 13.063162 -1.881 -1.511 -0.531
O 16.434011 -12.564327 12.617275 0.866 -0.055 -0.518
C 15.868332 -11.560474 13.253235 -2.609 -1.702 4.703
O 15.218844 -11.657936 14.324214 1.965 0.104 -3.359
C 16.076385 -10.166468 12.699790 -1.444 -0.674 0.347
F 14.847282 -9.540210 12.654183 1.435 -0.648 -1.081
F 16.768169 -9.484816 13.573541 1.062 0.780 0.326
F 16.723670 -10.266977 11.548227 -0.424 1.091 -0.457
H 17.544023 -15.104493 11.840593 -0.114 -0.114 -0.785
H 15.988313 -14.586896 10.975338 0.395 -0.067 -0.069
H 16.002891 -15.918428 12.141991 -0.013 0.118 0.168
H 16.805402 -14.278895 13.936637 0.729 0.906 -0.106
H 15.225786 -14.012427 13.417545 -0.177 0.192 -0.163
C 8.677554 -10.095856 2.878360 -0.157 0.475 2.666
C 8.497776 -10.182024 4.446171 0.481 -0.017 -1.884
O 9.725851 -10.413623 5.123821 1.881 0.902 1.457
C 10.566620 -9.403862 5.441553 0.859 2.507 -1.578
O 10.612074 -8.230398 5.004213 -1.062 -3.978 1.447
C 11.855647 -9.850513 6.309827 -2.501 0.666 -0.877
F 11.710501 -11.057395 6.856414 0.232 0.475 0.380
F 12.841190 -9.898335 5.433357 0.862 0.032 0.113
F 12.080373 -8.888688 7.232653 0.156 -1.167 -0.465
H 9.074258 -11.043281 2.513502 -0.296 0.197 -0.249
H 9.346015 -9.255584 2.690708 -0.163 -0.098 -0.415
H 7.637677 -9.864345 2.647843 0.203 -0.163 -1.073
H 7.929528 -11.095234 4.622933 -0.241 0.399 0.465
H 8.062283 -9.259122 4.829193 -0.250 -0.226 0.014
C 11.531731 -3.412204 9.065318 0.004 -0.452 -0.394
C 12.230354 -2.291497 8.322592 -1.411 0.295 0.308
O 13.574873 -2.468553 8.658773 3.812 1.492 0.154
C 14.544463 -1.485871 8.575740 -3.587 4.054 -0.956
O 14.368039 -0.253224 8.279231 0.800 -5.936 1.306
C 15.915864 -2.041656 8.928747 1.690 -0.096 -1.110
F 15.964348 -3.222514 9.506606 -0.680 -0.553 0.035
F 16.604741 -2.162565 7.731085 -0.615 0.274 1.060
F 16.590151 -1.221950 9.724866 -0.131 0.490 -0.239
H 10.506638 -3.552187 8.722268 -0.040 0.190 0.146
H 11.568081 -3.213172 10.136375 -0.162 -0.026 -0.052
H 12.059036 -4.348370 8.881918 -0.020 -0.048 0.006
H 11.820091 -1.362172 8.717730 0.370 0.357 -0.289
H 12.115224 -2.320407 7.239072 -0.030 -0.049 0.022
C 5.694926 -16.798703 0.846036 1.570 0.444 -0.161
C 4.970868 -18.093066 0.983531 -1.541 0.166 0.813
O 5.840493 -19.146991 0.553258 0.044 -1.363 -0.872
C 5.695314 -20.404003 1.033324 -0.701 1.365 4.370
O 5.059448 -20.639217 2.065350 0.945 -0.092 -2.946
C 6.713863 -21.429542 0.451010 -1.834 -0.631 1.864
F 7.129141 -22.293571 1.443095 -0.449 1.102 -1.221
F 6.120855 -22.118784 -0.495786 -0.657 -1.090 -0.683
F 7.708864 -20.833145 -0.071036 2.491 1.098 -0.679
H 5.280333 -15.905951 1.314227 -0.786 -0.294 -0.306
H 5.905502 -16.649726 -0.212992 -0.159 0.417 -0.006
H 6.679429 -16.822301 1.313269 0.148 -0.455 0.106
H 4.064228 -18.048784 0.380072 0.174 -0.392 -0.611
H 4.527441 -18.264414 1.964408 0.758 -0.275 0.331
```
Forces are in eV/Å.

## Properties
* HOMO-LUMO gap: 11.3 eV
* DFT total energy: -82381.146 eV
* SMILES string: CCOC(=O)C(F)(F)F.CCOC(=O)C(F)(F)F.CCOC(=O)C(F)(F)F.CCOC(=O)C(F)(F)F.CCOC(=O)C(F)(F)F
* relative energy (zero: lowest compared OMol25 entry of this formula, charge and spin): 84.4 kcal/mol
* LUMO energy: 0.21 eV
* charge: 0
* 2S+1: 1

Here are the Mulliken charges for atoms 1 to 5, given in e: -1.123 -0.257 -0.226 0.406 -0.525



[3]
Density functional theory data (wB97M-V/def2-TZVPD) for a 2-piece molecular cluster, C3H9N2 overall at a distorted geometry.

```
14
Properties=species:S:1:pos:R:3:forces:R:3
C -1.861264 -0.079755 -0.443295 3.424 -0.994 5.091
C 1.824364 0.851618 0.525604 -0.045 2.874 4.216
C 2.039609 -0.232668 -0.371154 -0.617 -2.752 -3.209
N -1.070321 0.811249 0.193691 2.815 -2.729 -1.036
N -1.552047 -1.392929 -0.318394 -0.707 0.465 -1.278
H -2.821991 0.265953 -0.317408 -2.770 0.161 -1.476
H 1.496619 1.853740 0.295410 0.351 0.051 -0.652
H 2.154803 0.767912 1.564419 -0.227 -0.069 -0.249
H 1.392984 -0.023136 -1.311872 1.387 -1.590 1.221
H 2.369214 -1.225046 0.093432 -0.571 1.457 -1.414
H -1.110224 1.788968 0.292400 -1.400 1.366 -0.545
H -0.043275 0.588428 0.494060 -1.647 -0.109 -0.453
H -2.190574 -2.177275 -0.442989 -0.546 0.946 -0.361
H -0.627895 -1.797062 -0.253898 0.554 0.923 0.144
```
Forces are in eV/Å.

## Properties
* expectation value of S²: 2.006
* HOMO-LUMO gap (alpha / beta): 5.8 / 9.6 eV
* DFT total energy: -6224.541 eV
* relative energy (zero: lowest compared OMol25 entry of this formula, charge and spin): 31.7 kcal/mol
* LUMO energy (alpha / beta): -4.87 / -6.38 eV
* charge: +1
* 2S+1: 3

Here are the Mulliken charges for atoms 1 to 5, given in e: 0.166 -0.793 -0.789 -0.232 -0.263



[4]
Density functional theory data (wB97M-V/def2-TZVPD) for C3HAgO2 as an isolated structure at a distorted geometry.

```
7
Properties=species:S:1:pos:R:3:forces:R:3
O -2.383903 1.018381 0.388261 0.186 0.108 0.391
C -2.957877 0.228243 -0.510297 0.405 0.104 -1.426
C -1.724752 -0.195089 -0.229635 0.395 -0.546 0.557
H -3.763001 0.395654 -1.228950 -0.048 -0.244 0.706
C 3.357466 1.012700 -0.281001 0.024 0.021 -0.002
O 2.581273 0.216310 -0.074439 -0.122 -0.143 0.031
Ag 0.631871 -1.492943 0.305026 -0.841 0.699 -0.257
```
Forces are in eV/Å.

## Properties
* expectation value of S²: 0.753
* HOMO-LUMO gap (alpha / beta): 8.3 / 10.2 eV
* DFT total energy: -11208.070 eV
* relative energy (zero: lowest compared OMol25 entry of this formula, charge and spin): 38.6 kcal/mol
* LUMO energy (alpha / beta): -5.70 / -5.70 eV
* charge: +1
* 2S+1: 2

Here are the Mulliken charges for atoms 1 to 5, given in e: -0.154 0.047 0.027 0.312 0.087